Entry 1:
# C5H10O

The molecule C5H10O (the ωB97M-V functional and the def2-TZVPD basis, OMol25).

Structure (XYZ):
```
16
Properties=species:S:1:pos:R:3:forces:R:3:mulliken_charge:R:1
O -0.089 -1.088 -0.836 0.00 -0.05 0.04 -0.42
C -0.892 -0.085 -0.208 -0.16 0.23 0.01 0.31
C 1.346 0.741 -0.610 0.02 -0.02 -0.01 -0.46
C -1.614 -0.659 0.999 0.00 -0.08 0.08 -1.35
C 1.278 -0.784 -0.634 0.28 0.05 -0.07 -0.45
C 0.054 1.086 0.140 -0.02 0.02 0.04 -0.69
H 0.235 1.112 1.222 -0.02 -0.03 -0.15 0.30
H 1.644 -1.208 0.315 -0.08 0.06 -0.12 0.26
H -2.222 -1.522 0.709 0.04 0.15 0.02 0.33
H 2.243 1.119 -0.111 -0.13 -0.05 -0.10 0.32
H -0.360 2.057 -0.147 0.05 -0.19 0.04 0.33
H -1.626 0.230 -0.960 0.03 -0.03 0.10 0.27
H -0.892 -0.993 1.754 -0.07 0.07 -0.11 0.32
H 1.321 1.132 -1.634 0.01 -0.06 0.17 0.26
H 1.840 -1.235 -1.456 -0.03 0.04 0.13 0.30
H -2.264 0.096 1.457 0.08 -0.11 -0.08 0.36
```
Positions in Å, forces in eV/Å.

SMILES = C[C@H]1CCCO1
E_tot = -7394.4286 eV
energy above the lowest of the compared OMol25 structures with the same formula, charge and spin = 0.337 eV
charge = 0
orbital gap = 10.66 eV

Entry 2:
# C5H10O

The molecule C5H10O (the ωB97M-V functional and the def2-TZVPD basis, OMol25).

Structure (XYZ):
```
16
Properties=species:S:1:pos:R:3:forces:R:3:mulliken_charge:R:1
O 1.274 -1.004 -1.025 0.05 0.75 -0.43 -0.16
C -0.784 0.220 -0.601 -0.24 -0.34 0.09 -0.03
C 0.039 -1.067 -0.318 -0.63 0.33 0.10 -0.77
C 1.799 0.209 -0.903 1.21 -0.23 -0.05 -0.29
C -1.999 0.108 0.286 -0.34 0.01 0.08 -1.30
C 1.941 0.656 0.533 0.19 0.07 0.00 -0.68
H 1.696 -0.022 1.361 -0.11 0.06 -0.24 0.27
H 3.028 0.777 0.489 0.14 0.14 0.36 0.32
H 1.540 1.654 0.730 0.13 -0.08 -0.18 0.30
H 0.188 -1.272 0.751 -0.13 0.16 -0.26 0.34
H -0.510 -1.897 -0.766 0.08 -0.04 0.15 0.40
H -2.749 0.861 0.050 -0.10 -0.05 0.08 0.36
H -1.690 0.226 1.331 -0.20 -0.02 -0.12 0.31
H -1.028 0.241 -1.671 -0.11 -0.18 0.21 0.30
H -2.431 -0.890 0.167 -0.23 0.14 0.12 0.32
H -0.316 1.201 -0.414 0.27 -0.72 0.07 0.30
```
Positions in Å, forces in eV/Å.

E_tot = -7390.7615 eV
energy above the lowest of the compared OMol25 structures with the same formula, charge and spin = 4.004 eV
charge = 0
orbital gap = 8.95 eV

Entry 3:
# C5H10O

A cluster of 2 separate species, C5H10O in total (the ωB97M-V functional and the def2-TZVPD basis, OMol25).

Structure (XYZ):
```
16
Properties=species:S:1:pos:R:3:forces:R:3:mulliken_charge:R:1
O -0.679 1.749 -1.230 0.24 0.05 0.15 -0.54
C -0.638 -1.038 1.847 -0.11 0.14 -0.08 -0.50
C 0.577 -0.231 1.500 0.27 0.07 0.04 -0.11
C -0.876 0.107 1.297 -0.08 -0.21 0.12 -0.35
C -0.868 0.594 -2.022 -0.12 -0.27 -0.27 -0.51
C 1.493 -0.616 0.348 -0.01 -0.04 -0.05 -1.09
H -1.706 0.801 -2.692 0.11 -0.03 0.08 0.26
H 0.015 0.359 -2.633 -0.14 0.06 0.11 0.24
H 0.057 1.574 -0.630 -0.12 0.09 -0.09 0.30
H 1.998 0.261 -0.081 -0.07 -0.12 0.06 0.30
H -1.004 -1.964 2.265 0.05 0.15 -0.06 0.37
H 0.931 -1.112 -0.452 0.07 0.07 0.13 0.23
H 2.278 -1.305 0.680 -0.10 0.10 -0.03 0.36
H -1.120 -0.289 -1.415 0.03 0.17 -0.10 0.23
H -1.567 0.840 0.904 0.08 -0.15 0.11 0.49
H 1.111 0.270 2.316 -0.11 -0.07 -0.11 0.31
```
Positions in Å, forces in eV/Å.

SMILES = CC1C=C1.CO
E_tot = -7391.4880 eV
energy above the lowest of the compared OMol25 structures with the same formula, charge and spin = 3.277 eV
charge = 0
orbital gap = 10.67 eV

Entry 4:
# C5H10O2

The molecule C5H10O2 (the ωB97M-V functional and the def2-TZVPD basis, OMol25).

Structure (XYZ):
```
17
Properties=species:S:1:pos:R:3:forces:R:3:mulliken_charge:R:1
O -1.085 0.632 -0.550 0.04 0.15 0.05 -0.45
O 1.051 -0.119 1.518 -0.03 -0.02 0.23 -0.58
C 1.593 1.441 -0.254 0.00 0.01 -0.07 -1.27
C -0.065 -0.391 -0.632 0.14 -0.13 -0.14 0.11
C -2.026 -0.281 0.033 -0.26 -0.13 0.14 -0.38
C -0.999 -1.422 0.027 0.03 -0.12 0.01 -0.62
C 1.204 0.014 0.119 0.10 0.06 -0.26 0.04
H 0.191 -0.597 -1.680 -0.05 0.04 0.09 0.43
H -0.658 -1.740 1.013 -0.08 -0.01 -0.15 0.23
H -2.909 -0.430 -0.603 0.19 0.04 0.07 0.27
H 0.280 0.399 1.764 -0.08 0.20 0.17 0.36
H 2.496 1.758 0.276 -0.14 -0.14 -0.07 0.34
H 2.008 -0.685 -0.142 -0.14 0.07 -0.03 0.35
H -2.357 0.070 1.020 0.02 -0.11 -0.14 0.23
H -1.264 -2.290 -0.579 0.08 0.15 0.06 0.29
H 1.767 1.520 -1.332 0.02 0.03 0.07 0.34
H 0.772 2.120 -0.001 0.16 -0.09 -0.03 0.30
```
Positions in Å, forces in eV/Å.

SMILES = C[C@@H](O)[C@H]1CCO1
E_tot = -9440.9860 eV
energy above the lowest of the compared OMol25 structures with the same formula, charge and spin = 2.057 eV
charge = 0
orbital gap = 10.68 eV

Entry 5:
# C5H10O2

The molecule C5H10O2 (the ωB97M-V functional and the def2-TZVPD basis, OMol25).

Structure (XYZ):
```
17
Properties=species:S:1:pos:R:3:forces:R:3:mulliken_charge:R:1
O -2.183 0.385 -0.988 -0.12 0.03 0.22 -0.54
O -0.741 -0.272 1.372 -0.01 0.25 0.07 -0.46
C -0.883 0.641 -1.455 0.29 0.14 -0.28 -0.46
C 0.109 -0.411 -0.963 -0.13 -0.07 -0.07 -0.69
C -0.093 -1.542 1.565 0.71 -0.10 -0.73 -0.79
C 0.340 -0.238 0.517 -0.47 0.65 -0.26 1.10
C 1.304 0.844 0.976 0.06 -0.12 -0.04 -1.50
H -0.298 -1.402 -1.178 0.00 0.13 -0.02 0.26
H -0.534 1.647 -1.161 -0.11 -0.15 -0.07 0.28
H 1.004 -1.344 1.180 -0.07 -0.57 1.34 0.39
H -0.592 -2.270 0.909 0.28 0.12 -0.06 0.24
H 1.066 -0.323 -1.493 -0.17 0.03 0.14 0.35
H 0.793 1.802 0.814 0.12 -0.16 0.03 0.36
H 1.497 0.758 2.050 -0.07 -0.09 -0.18 0.38
H 2.253 0.866 0.433 -0.16 -0.12 0.00 0.35
H -2.119 0.241 -0.031 -0.10 0.00 -0.16 0.40
H -0.924 0.618 -2.547 -0.03 0.03 0.07 0.34
```
Positions in Å, forces in eV/Å.

SMILES = C[C@@]1(CCO)CO1
E_tot = -9437.9232 eV
energy above the lowest of the compared OMol25 structures with the same formula, charge and spin = 5.120 eV
charge = 0
orbital gap = 9.40 eV

Entry 6:
# C5H10O2

The molecule C5H10O2 (the ωB97M-V functional and the def2-TZVPD basis, OMol25).

Structure (XYZ):
```
17
Properties=species:S:1:pos:R:3:forces:R:3:mulliken_charge:R:1
O -0.266 -0.526 -0.912 0.01 0.09 0.08 -0.43
O -0.363 0.614 1.007 -0.16 -0.09 0.17 -0.43
C 0.705 -0.300 1.232 0.37 -0.08 -0.12 -0.70
C 1.974 0.392 -0.758 0.09 0.08 -0.03 -1.35
C 1.006 -0.687 -0.284 0.28 0.11 0.36 0.49
C -2.409 0.401 -0.327 -0.01 0.06 0.00 -1.35
C -1.127 -0.206 0.154 -0.46 -0.09 0.01 0.53
H -1.285 -1.139 0.724 -0.54 0.03 -0.17 0.22
H 1.771 1.292 -0.171 0.14 0.06 -0.24 0.32
H 1.853 0.650 -1.812 -0.01 -0.26 0.05 0.35
H -3.088 0.547 0.517 0.07 0.04 -0.13 0.35
H 1.368 -1.688 -0.562 -0.04 0.17 0.66 0.37
H 1.572 0.183 1.678 -0.11 0.22 -0.08 0.37
H -2.869 -0.294 -1.035 0.03 0.15 0.10 0.32
H -2.224 1.354 -0.827 0.00 -0.09 0.07 0.32
H 3.004 0.071 -0.574 -0.07 0.10 -0.04 0.33
H 0.318 -1.011 1.981 0.42 -0.49 -0.67 0.29
```
Positions in Å, forces in eV/Å.

SMILES = C[C@@H]1OC[C@H](C)O1
E_tot = -9441.2693 eV
energy above the lowest of the compared OMol25 structures with the same formula, charge and spin = 1.774 eV
charge = 0
orbital gap = 11.02 eV

Entry 7:
# C5H10O2

A cluster of 2 separate species, C5H10O2 in total (the ωB97M-V functional and the def2-TZVPD basis, OMol25).

Structure (XYZ):
```
17
Properties=species:S:1:pos:R:3:forces:R:3:mulliken_charge:R:1
O -0.673 -1.580 -0.728 0.21 -0.30 0.39 -0.52
O 1.229 0.312 -1.443 -0.18 -0.02 -0.04 -0.53
C 0.783 -1.582 1.192 0.00 0.02 0.00 -0.80
C -0.233 -2.157 0.246 -0.12 0.12 -0.28 0.16
C -0.095 1.753 -0.024 0.15 -0.03 -0.08 -0.03
C -1.469 1.457 -0.558 -0.03 -0.02 -0.06 -1.00
C 1.056 1.251 -0.478 -0.04 0.26 0.25 -0.34
H 1.697 -1.347 0.636 -0.12 -0.05 0.06 0.25
H 0.412 -0.632 1.593 0.03 -0.14 -0.08 0.22
H 1.008 -2.273 2.008 -0.04 0.09 -0.14 0.32
H -1.997 2.392 -0.776 0.06 -0.13 0.05 0.35
H 0.409 -0.209 -1.513 0.11 0.03 0.02 0.30
H -0.591 -3.182 0.460 -0.02 0.05 0.02 0.36
H 2.013 1.576 -0.074 -0.15 0.03 -0.03 0.41
H -1.437 0.875 -1.484 -0.01 0.09 0.14 0.28
H -2.084 0.895 0.157 0.11 0.08 -0.08 0.22
H -0.020 2.472 0.789 0.04 -0.05 -0.14 0.33
```
Positions in Å, forces in eV/Å.

SMILES = C/C=C\O.CC=O
E_tot = -9441.0658 eV
energy above the lowest of the compared OMol25 structures with the same formula, charge and spin = 1.977 eV
charge = 0
orbital gap = 9.34 eV

Entry 8:
# C5H10O2

The molecule C5H10O2 (the ωB97M-V functional and the def2-TZVPD basis, OMol25).

Structure (XYZ):
```
17
Properties=species:S:1:pos:R:3:forces:R:3:mulliken_charge:R:1
O -0.021 0.177 1.389 0.10 0.08 0.07 -0.44
O 1.431 -0.567 -1.001 0.02 -0.14 0.03 -0.58
C 0.994 1.816 -0.890 0.02 0.04 0.01 -1.34
C -0.628 0.179 0.079 -0.05 0.09 -0.27 -0.15
C -0.503 -1.148 1.662 -0.05 -0.30 0.17 -0.38
C 0.407 0.414 -1.012 -0.25 0.21 -0.07 0.44
C -1.148 -1.255 0.273 -0.07 -0.10 -0.08 -0.62
H -1.194 -1.168 2.512 0.08 0.04 -0.13 0.27
H 1.832 1.937 -1.580 -0.12 -0.04 0.08 0.36
H 1.349 1.994 0.131 -0.02 -0.05 -0.15 0.28
H -0.692 -1.987 -0.399 -0.10 0.08 0.10 0.23
H -1.410 0.948 0.007 0.12 -0.11 0.01 0.44
H 0.232 2.567 -1.132 0.12 -0.10 0.05 0.34
H 1.375 -1.065 -0.179 0.18 0.14 0.09 0.31
H 0.325 -1.841 1.864 -0.13 0.07 -0.01 0.25
H -2.233 -1.371 0.260 0.16 0.03 0.01 0.31
H -0.106 0.314 -1.980 -0.01 0.06 0.10 0.28
```
Positions in Å, forces in eV/Å.

SMILES = C[C@@H](O)[C@H]1CCO1
E_tot = -9440.9499 eV
energy above the lowest of the compared OMol25 structures with the same formula, charge and spin = 2.093 eV
charge = 0
orbital gap = 10.85 eV